1.
C6H24N11O9 as an isolated structure. Source: OMol25; level of theory: the ωB97M-V functional and the def2-TZVPD basis.

```
50
Properties=species:S:1:pos:R:3:forces:R:3
N -0.41286 0.29107 0.01062 -0.43 2.77 0.70
O 0.11650 -0.59339 0.65587 3.20 1.30 -10.54
O -0.53397 0.27948 -1.17714 0.89 -8.73 4.68
O -0.74617 1.24310 0.66152 3.32 -9.70 8.58
C -2.03399 -0.30067 -3.00305 -2.70 0.26 0.25
O -2.34456 -1.31050 -2.08816 -1.98 -0.32 -1.33
H -2.85338 -0.30355 -3.72186 0.10 -0.15 -0.46
H -2.14092 0.66285 -2.50475 -0.10 -0.53 -0.76
H -1.10752 -0.39694 -3.56916 0.46 -0.24 0.29
H -2.15517 -1.12695 -1.16510 -0.37 0.55 -0.95
C -0.60561 0.12664 3.64747 0.08 0.92 -0.38
O -1.08039 -0.13997 4.68844 -2.47 -1.79 4.51
N 0.40330 0.96817 3.60319 2.93 2.99 -0.60
N -0.99118 -0.36975 2.49450 -3.46 1.98 4.42
H 0.62450 1.51508 2.78341 0.07 -0.26 0.10
H 0.82570 1.29264 4.46132 -0.39 -0.24 -0.15
H -1.88552 -0.83379 2.42431 0.29 1.45 1.08
H -0.45069 -0.10213 1.68434 -2.90 2.04 3.35
C -0.91429 2.93894 -1.62884 -1.75 7.43 -1.01
O -0.95851 4.08674 -2.11334 0.38 0.91 -1.34
N -1.19103 2.84948 -0.37452 -2.52 5.87 0.79
N -0.80984 1.91209 -2.35373 1.51 0.31 -6.80
H -1.08332 2.05546 0.24033 -2.73 4.88 -3.41
H -1.62480 3.63275 0.09286 0.51 0.66 -0.93
H -0.83929 1.98511 -3.36067 0.29 0.87 0.32
H -0.60625 1.03108 -1.90378 -0.87 4.21 -3.83
C -1.43614 -2.70296 0.08578 1.52 -5.79 -0.78
O -1.80805 -3.89632 0.23115 0.02 1.24 -1.36
N -0.66573 -2.24185 -0.91856 2.10 -2.27 -0.01
N -1.57519 -1.89155 1.07356 -3.59 0.16 1.31
H -0.15101 -2.94301 -1.43194 -0.45 0.09 -0.05
H -0.26145 -1.31878 -0.85077 -0.09 -2.55 -0.97
H -1.99815 -2.32119 1.88387 -0.01 -0.43 -0.37
H -0.89303 -1.16675 1.24508 -2.50 -3.97 -0.65
C 2.73368 0.62051 -1.51691 1.29 -1.44 -0.50
O 3.89442 0.55745 -1.28173 5.40 1.36 0.12
N 2.19695 -0.49954 -1.87780 -3.28 -3.76 -3.08
N 1.98328 1.56001 -1.10444 -2.56 4.49 0.32
H 2.61619 -1.32718 -1.47861 -0.10 0.09 -0.59
H 1.23005 -0.53309 -2.16777 0.27 -0.35 0.10
H 0.99422 1.53768 -1.30782 0.71 1.04 -0.33
H 2.49323 2.40214 -0.87893 -0.66 0.21 0.02
C 2.43526 -1.05501 1.70248 2.32 -2.85 1.97
O 3.45681 -1.58202 2.14543 0.64 -0.34 0.64
N 2.46477 -0.32613 0.64838 0.00 2.43 -1.76
N 1.23260 -1.28470 2.16970 0.37 -2.52 3.86
H 1.56313 -0.05978 0.27933 2.39 -0.13 0.22
H 3.29885 -0.25526 0.08323 0.25 0.06 1.03
H 0.45402 -0.72638 1.85001 4.35 -2.60 4.22
H 1.14040 -1.93957 2.93307 0.25 0.40 0.05
```
Positions in Å, forces in eV/Å.

relative energy (zero: lowest compared OMol25 entry of this formula, charge and spin)	22.7857	eV
strongest force on any atom	13.37	eV/A
2S+1	1
HOMO	-0.222	Eh
total charge	-1

These are the Mulliken partial charges, in e, on atoms 1 to 4: atom 1 (N): 0.280, atom 2 (O): -1.582, atom 3 (O): -0.373, atom 4 (O): -0.496

---

2.
A 2-piece molecular cluster, C3H7NO2 overall. Source: OMol25; level of theory: the ωB97M-V functional and the def2-TZVPD basis.

```
13
Properties=species:S:1:pos:R:3:forces:R:3
C 1.07925 0.69997 -0.44113 1.21 -1.60 -0.75
C 0.99759 -0.69086 -0.39996 -1.04 2.14 0.24
N 0.99157 -1.35459 0.77171 0.34 0.05 1.09
H 1.70263 1.19489 0.29395 -0.50 0.18 0.42
H 1.09640 1.15900 -1.41851 -0.02 0.06 -0.13
H 0.66336 -1.25435 -1.26134 0.05 0.01 0.01
H 1.03734 -0.73831 1.58930 0.06 -0.31 -0.48
H 0.23830 -2.01159 0.92137 0.18 -0.27 -0.35
O -1.15322 0.29071 1.48922 0.99 0.75 -1.56
C -1.19035 0.77650 0.37174 -3.59 -2.62 0.16
O -1.64192 -0.14530 -0.72258 0.66 0.98 1.46
H -1.68561 1.75398 0.21669 1.37 0.31 -0.33
H -2.13535 0.31995 -1.41046 0.26 0.31 0.22
```
Positions in Å, forces in eV/Å.

relative energy (zero: lowest compared OMol25 entry of this formula, charge and spin)	3.0768	eV
strongest force on any atom	4.45	eV/A
2S+1	1
HOMO	-0.311	Eh
total charge	0

These are the Mulliken partial charges, in e, on atoms 1 to 4: atom 1 (C): -1.047, atom 2 (C): 0.077, atom 3 (N): -0.481, atom 4 (H): 0.311

---

3.
An isolated ion of composition C6H13N5 and charge +2. Source: OMol25; level of theory: the ωB97M-V functional and the def2-TZVPD basis.

```
24
Properties=species:S:1:pos:R:3:forces:R:3
C -1.04455 0.20203 -0.48967 -1.41 2.05 1.99
C 0.69201 1.65016 1.09278 -0.87 -2.07 -1.22
C -1.69502 1.79497 1.14405 -2.90 -1.99 3.20
C 0.05915 -1.14581 -1.93459 -0.53 0.77 -2.99
C -0.01063 -0.46318 0.23587 0.75 3.31 2.94
C 0.57551 -2.74583 -0.18565 -1.95 0.95 1.26
N -1.88381 1.04260 0.00095 0.22 -0.30 -2.31
N -0.90784 -0.07357 -1.77977 -1.33 -0.47 -2.43
N -0.36348 2.30972 1.34407 1.20 -1.17 -0.60
N 1.95896 1.88102 1.09253 0.59 0.10 0.45
N 0.68912 -1.36057 -0.63448 3.26 1.76 -0.79
H -2.39989 2.67261 1.14807 0.73 -0.95 0.14
H -1.90542 1.11278 2.09810 0.04 1.63 -1.54
H -0.41840 -2.04635 -2.12619 -1.09 -1.75 -0.69
H 0.76992 -1.00634 -2.77465 -0.13 0.30 0.76
H -0.17869 -0.78567 1.24855 -0.01 -0.30 0.12
H -0.44248 -2.76360 0.19272 -0.05 -0.81 0.24
H 0.68827 -3.42599 -0.95500 0.53 -1.26 -1.61
H 1.28062 -2.81599 0.57079 1.15 -0.86 1.59
H -1.75198 0.11895 -2.43086 2.17 -0.56 1.17
H -0.35380 3.25555 1.58460 0.34 2.01 0.53
H 2.43879 1.11801 0.66667 1.19 0.14 0.11
H 2.47368 2.61575 1.60647 -0.44 -0.41 -0.45
H 1.72996 -1.14126 -0.71536 -1.47 -0.10 0.13
```
Positions in Å, forces in eV/Å.

relative energy (zero: lowest compared OMol25 entry of this formula, charge and spin)	5.4899	eV
strongest force on any atom	4.75	eV/A
2S+1	1
HOMO	-0.606	Eh
total charge	+2

These are the Mulliken partial charges, in e, on atoms 1 to 4: atom 1 (C): 0.794, atom 2 (C): 0.532, atom 3 (C): -0.521, atom 4 (C): -0.589

---

4.
C6H8N as an isolated structure. Source: OMol25; level of theory: the ωB97M-V functional and the def2-TZVPD basis.

```
15
Properties=species:S:1:pos:R:3:forces:R:3
C -1.76549 -0.99973 -0.19104 4.80 1.52 0.91
C -1.31240 0.34501 -0.74462 -1.36 0.14 -0.54
C -0.99147 1.25873 0.37488 -0.63 -2.02 0.81
C 2.28240 -0.47671 -0.03224 -1.29 -0.39 -0.66
C 1.38862 0.53323 -0.08214 1.02 0.43 -0.17
C -0.54474 -1.14838 0.39844 -2.47 1.88 -1.65
N -0.02064 0.23427 0.01247 1.00 -2.61 -0.34
H -2.67663 -1.46587 -0.16675 -1.87 -1.23 -0.14
H -0.56432 2.16932 0.14690 0.29 2.19 -0.20
H -1.29259 0.95548 1.36107 -1.02 1.00 0.31
H 3.35104 -0.28243 -0.14527 -0.41 -0.03 0.33
H 1.93741 -1.58145 -0.01867 0.75 2.11 -0.04
H 1.57694 1.66798 -0.05372 0.06 -2.13 -0.26
H -1.42622 0.57739 -1.80775 0.50 0.34 0.48
H 0.05806 -1.78683 0.94844 0.63 -1.19 1.15
```
Positions in Å, forces in eV/Å.

relative energy (zero: lowest compared OMol25 entry of this formula, charge and spin)	5.4142	eV
strongest force on any atom	5.12	eV/A
2S+1	1
HOMO	-0.530	Eh
total charge	+1

These are the Mulliken partial charges, in e, on atoms 1 to 4: atom 1 (C): -0.492, atom 2 (C): -0.039, atom 3 (C): -0.545, atom 4 (C): -0.748

---

5.
A 2-piece molecular cluster, C2ClF2O2 overall. Source: OMol25; level of theory: the ωB97M-V functional and the def2-TZVPD basis.

```
7
Properties=species:S:1:pos:R:3:forces:R:3
C 1.02456 1.03669 0.79106 -0.42 -0.08 1.28
C -0.46637 -0.97284 -0.63917 -0.72 -0.45 -0.69
O 0.42903 0.86035 1.76972 -0.41 -0.28 0.10
O 1.73832 1.38436 -0.03908 0.75 0.21 -1.44
F -1.55667 -0.08861 -0.85626 0.74 0.06 -0.54
F -0.32353 -1.64607 -1.91302 -0.09 1.00 0.72
Cl -1.50480 -2.33139 0.23866 0.16 -0.47 0.57
```
Positions in Å, forces in eV/Å.

relative energy (zero: lowest compared OMol25 entry of this formula, charge and spin)	0.7927	eV
strongest force on any atom	1.63	eV/A
2S+1	1
HOMO	-0.141	Eh
total charge	-1

These are the Mulliken partial charges, in e, on atoms 1 to 4: atom 1 (C): 0.716, atom 2 (C): -0.131, atom 3 (O): -0.358, atom 4 (O): -0.366

---

6.
A 7-piece molecular cluster, C30H43NO23SSi overall. Source: OMol25; level of theory: the ωB97M-V functional and the def2-TZVPD basis.

```
99
Properties=species:S:1:pos:R:3:forces:R:3
C -0.90568 -1.86479 3.45887 -0.21 -0.64 -1.09
Si -0.33881 -0.19421 4.31073 -1.17 0.72 -0.39
C -1.75809 1.08686 3.85859 -0.06 0.24 -1.29
C -0.31442 -0.44450 6.22057 0.02 -0.28 0.66
O 1.13613 0.47560 3.63266 -0.94 -2.37 -0.91
C 1.67859 -0.34143 2.53702 1.54 0.12 -0.68
C 0.93847 -0.14691 1.08743 1.28 -0.91 -1.03
C 1.49845 1.12391 0.19665 -3.21 -0.97 1.29
O 2.71353 0.90186 -0.63822 -3.12 3.17 -0.28
S 2.62847 2.29593 -1.66636 5.33 3.12 -0.97
O 3.32417 3.53027 -0.98134 -3.75 -4.84 -1.91
O 3.40373 2.01146 -2.97700 -4.01 0.09 4.41
O 0.91724 2.50166 -1.73317 2.28 -1.62 0.50
C 0.25578 1.46945 -0.86753 0.78 -0.53 0.62
C -0.30111 0.19440 -1.79460 -1.51 -2.93 -1.94
C -1.43580 -0.89078 -1.23704 1.97 -0.40 -4.02
C -1.84716 -2.13210 -2.26418 3.19 3.57 -0.55
C -1.10162 -2.14603 -3.72291 0.06 1.68 2.16
N -0.11168 -1.15638 -4.26802 -2.53 0.35 5.95
C 0.25050 -0.05068 -3.31767 -1.56 -1.08 1.58
H -0.09292 -2.70334 3.60794 -1.86 1.39 -0.20
H -1.98351 -2.19490 3.84956 2.53 0.61 -0.60
H -1.04487 -1.73187 2.28147 0.36 -0.29 2.49
H -1.69095 2.07747 4.47745 -0.41 -1.91 -1.05
H -2.80677 0.55154 3.90382 1.98 1.27 0.24
H -1.61316 1.39744 2.71583 -0.33 -0.68 2.48
H 0.59602 0.10993 6.72931 -1.91 -1.30 -0.88
H -1.33191 -0.02402 6.64029 2.07 -0.79 -0.74
H -0.30491 -1.61165 6.41968 0.19 2.46 -0.14
H 2.80462 0.02440 2.38216 -2.41 -0.77 0.29
H 1.77954 -1.49907 2.80317 -0.54 2.51 -0.52
H 1.18244 -1.12245 0.44976 -0.67 1.99 1.32
H -0.22586 -0.04242 1.12896 2.31 -0.07 0.19
H 1.56284 2.00610 0.96415 0.45 -1.29 -1.81
H -0.53437 2.04850 -0.20797 1.22 -1.36 -1.74
H -1.89043 -0.77670 -0.15276 0.91 -0.32 -2.59
H -2.61830 -2.95824 -1.92598 1.74 1.95 -0.89
H -1.38758 -3.05699 -4.44071 0.85 2.39 1.66
H 1.03544 0.75498 -3.71958 -1.94 -2.15 0.78
O 7.48386 -2.71384 -0.94172 -1.37 2.33 -0.41
C 6.87895 -1.67261 -1.13562 1.36 -2.17 0.33
O 7.33210 -0.65121 -1.91977 -0.06 -0.88 0.65
C 6.25939 0.25988 -2.06864 -0.10 0.90 -0.72
C 5.40925 -0.01174 -0.87011 -0.84 0.64 0.16
O 5.66058 -1.37685 -0.59547 0.83 -0.49 -0.30
H 6.62616 1.28967 -2.09430 0.08 -0.24 -0.05
H 5.73962 0.04350 -3.00784 0.01 0.03 0.11
H 5.70816 0.58467 -0.00163 0.02 0.00 -0.03
H 4.34671 0.15510 -1.06716 0.86 -0.48 0.10
O -3.00877 3.01076 0.33626 1.16 1.66 1.67
C -2.56152 3.83407 1.11717 -1.09 -1.35 -1.53
O -3.02698 5.11118 1.24286 0.29 -1.09 -0.35
C -2.41022 5.66239 2.39122 -0.28 0.97 0.59
C -1.16728 4.84610 2.53873 0.99 0.34 0.66
O -1.52919 3.59810 1.97872 -0.69 0.03 -0.83
H -2.19587 6.72448 2.24404 -0.16 -0.20 -0.11
H -3.08765 5.55073 3.24427 0.07 -0.01 -0.08
H -0.32653 5.25822 1.97075 -0.07 -0.03 0.04
H -0.86729 4.72999 3.58381 -0.02 -0.18 -0.22
O -4.97820 -4.00054 -2.46585 0.44 0.05 -2.84
C -4.85780 -4.13288 -3.67237 -0.21 0.33 1.71
O -4.39247 -3.16288 -4.51262 -0.45 -0.66 1.02
C -4.19155 -3.77307 -5.77368 0.54 0.41 -0.98
C -5.10978 -4.95136 -5.73527 -0.39 -0.59 -1.01
O -5.17206 -5.27065 -4.35821 0.27 0.77 0.95
H -4.43695 -3.08010 -6.58313 0.07 0.01 0.29
H -3.13984 -4.06508 -5.86149 -0.09 0.01 0.00
H -6.11757 -4.70774 -6.08783 0.10 -0.01 0.06
H -4.72601 -5.79697 -6.31260 -0.11 0.05 0.26
O -6.10463 -5.99790 3.09234 0.26 -0.31 -2.64
C -5.98423 -6.13024 1.88582 -0.19 0.38 2.45
O -5.51890 -5.16024 1.04557 -0.44 -0.63 0.95
C -5.31798 -5.77042 -0.21548 0.27 0.45 -1.03
C -6.23621 -6.94871 -0.17708 -0.28 -0.56 -0.82
O -6.29849 -7.26801 1.19998 0.21 0.59 0.74
H -5.56338 -5.07746 -1.02494 0.13 -0.29 0.60
H -4.26626 -6.06243 -0.30330 -0.05 -0.02 0.02
H -7.24400 -6.70509 -0.52964 0.08 0.00 0.04
H -5.85244 -7.79433 -0.75441 -0.11 0.03 0.24
O 4.85546 1.96451 7.20337 0.72 -0.96 -2.56
C 5.17632 1.54949 6.10224 -0.70 0.92 2.43
O 4.55227 0.52432 5.45182 0.37 0.59 0.58
C 5.06567 0.50097 4.13317 -0.40 -0.58 -0.80
C 6.39640 1.16669 4.27090 0.90 -0.04 -0.70
O 6.20740 2.04960 5.36033 -0.73 -0.14 0.57
H 5.14975 -0.52628 3.76805 -0.12 0.11 0.18
H 4.38562 1.05679 3.47920 0.06 0.02 0.08
H 7.19364 0.45945 4.52294 -0.08 0.05 -0.02
H 6.68142 1.71734 3.37022 0.00 0.05 0.26
O -0.78909 5.66452 -6.78441 1.50 -0.30 2.35
C -0.13794 5.53113 -5.76172 -1.42 0.28 -2.24
O 1.21224 5.71367 -5.67702 -0.91 -0.18 -0.26
C 1.54488 5.68957 -4.30163 1.01 0.31 0.48
C 0.42494 4.91120 -3.69101 -0.01 -0.52 0.92
O -0.66501 5.17870 -4.55274 0.15 0.35 -0.88
H 2.51659 5.21288 -4.14611 -0.13 0.10 -0.19
H 1.58978 6.71890 -3.93074 -0.02 -0.08 -0.03
H 0.61764 3.83316 -3.68856 -0.04 0.18 -0.06
H 0.20125 5.23459 -2.67070 -0.13 -0.08 -0.21
```
Positions in Å, forces in eV/Å.

relative energy (zero: lowest compared OMol25 entry of this formula, charge and spin)	10.2363	eV
strongest force on any atom	6.48	eV/A
2S+1	1
HOMO	-0.350	Eh
total charge	0

These are the Mulliken partial charges, in e, on atoms 1 to 4: atom 1 (C): -0.742, atom 2 (Si): 0.636, atom 3 (C): -0.377, atom 4 (C): -1.053